No. 1
{
  "formula": "C23H19F4",
  "method": "the ωB97M-V functional and the def2-TZVPD basis",
  "species": ["F", "C", "C", "C", "F", "C", "C", "C", "C", "C", "C", "C", "C", "F", "C", "C", "F", "C", "C", "H", "H", "H", "H", "H", "H", "H", "H", "H", "C", "C", "C", "C", "C", "C", "C", "C", "H", "H", "H", "H", "H", "H", "H", "H", "H", "H"],
  "xyz": [[-4.07, 2.99, 2.75], [-4.03, 1.61, 2.73], [-5.24, 0.91, 2.73], [-5.14, -0.48, 2.70], [-6.31, -1.21, 2.74], [-3.94, -1.16, 2.64], [-2.72, -0.42, 2.61], [-1.47, -1.09, 2.41], [-0.24, -0.45, 2.46], [0.93, -1.00, 1.95], [2.17, -0.29, 1.90], [3.16, -0.61, 0.93], [4.29, 0.18, 0.83], [5.20, -0.09, -0.17], [4.55, 1.26, 1.68], [3.59, 1.53, 2.65], [3.82, 2.58, 3.52], [2.42, 0.80, 2.79], [-2.78, 1.00, 2.70], [-6.19, 1.43, 2.74], [-3.90, -2.25, 2.61], [-1.50, -2.15, 2.15], [-0.19, 0.56, 2.88], [0.88, -1.97, 1.46], [2.98, -1.44, 0.23], [5.45, 1.87, 1.58], [1.70, 1.05, 3.57], [-1.88, 1.60, 2.70], [3.91, -4.03, 2.93], [2.64, -4.69, 3.35], [2.36, -6.09, 2.94], [1.74, -4.01, 4.14], [0.47, -4.50, 4.65], [-0.13, -3.50, 5.42], [0.74, -2.35, 5.41], [1.87, -2.65, 4.65], [4.50, -4.71, 2.30], [3.71, -3.11, 2.35], [4.52, -3.74, 3.80], [3.17, -6.48, 2.32], [2.25, -6.75, 3.82], [1.42, -6.15, 2.37], [0.09, -5.50, 4.44], [-1.08, -3.57, 5.94], [0.56, -1.41, 5.93], [2.72, -2.01, 4.45]],
  "total_charge": 1,
  "largest_force_ev_per_a": 2.155
}

No. 2
{
  "formula": "C2H3N2OP",
  "method": "the ωB97M-V functional and the def2-TZVPD basis",
  "species": ["N", "N", "C", "P", "C", "O", "H", "H", "H"],
  "xyz": [[1.13, 1.40, -0.25], [-0.21, 1.10, -0.06], [-1.07, 0.29, 0.35], [-1.47, -1.62, 0.78], [-0.21, -2.31, 0.04], [0.70, -2.88, -0.40], [1.26, 2.41, -0.54], [1.73, 0.85, -0.69], [-1.87, 0.77, 0.76]],
  "relative_energy_kj_mol": 329.6,
  "largest_force_ev_per_a": 5.911
}

Values for HOMO-LUMO gap, hartree, ordered as above
0.168, 0.317
Values for HOMO, eV, ordered as above
-10.8, -8.5
Values for E_tot, eV, ordered as above
-35019.73919, -16435.03104